# C19H24BaNO6S2Sb2Se

A molecular structure, C19H24BaNO6S2Sb2Se at a distorted geometry (the ωB97M-V functional and the def2-TZVPD basis, OMol25).

Output
- HOMO-LUMO gap: 0.26978 hartree

Structure (ORCA input):
```
! RIJCOSX wB97M-V def2-TZVPD def2/J DEFGRID3
* xyz -1 1
Ba -1.27 -0.25 -0.93
C -0.74 0.29 3.55
Sb 0.05 0.90 1.66
C -0.23 3.00 2.02
C 2.07 1.10 2.46
C 2.96 -0.10 2.21
C 3.02 -1.11 3.17
C 3.85 -2.21 3.02
C 4.65 -2.31 1.88
C 4.56 -1.33 0.91
C 3.71 -0.24 1.03
C 3.60 0.80 -0.07
Sb 3.59 -0.02 -2.07
C 2.26 -1.61 -1.54
C 2.01 1.30 -2.68
H -0.51 -0.76 3.73
H -1.82 0.41 3.53
H -0.30 0.90 4.34
H 0.18 3.25 2.99
H -1.30 3.26 2.00
H 0.27 3.58 1.24
H 1.93 1.25 3.53
H 2.47 2.01 2.02
H 2.41 -1.02 4.06
H 3.87 -2.98 3.78
H 5.32 -3.16 1.75
H 5.18 -1.42 0.02
H 4.41 1.54 0.00
H 2.66 1.35 0.00
H 2.80 -2.51 -1.26
H 1.60 -1.81 -2.38
H 1.67 -1.29 -0.67
H 2.31 2.34 -2.55
H 1.17 1.08 -2.03
H 1.72 1.12 -3.71
O -3.79 -2.70 1.02
S -2.88 -1.87 0.30
O -1.89 -1.17 1.11
O -2.17 -2.45 -0.82
C -3.93 -0.77 -0.74
C -4.82 -1.54 -1.50
C -5.37 -1.04 -2.66
C -5.04 0.24 -3.11
C -4.22 1.04 -2.35
C -3.68 0.56 -1.15
S -2.87 1.79 -0.13
O -2.88 1.24 1.20
O -3.60 3.00 -0.34
O -1.51 1.87 -0.70
H -5.04 -2.55 -1.18
H -6.05 -1.66 -3.24
H -5.44 0.61 -4.04
H -4.01 2.06 -2.64
Se 0.09 -0.64 -6.23
C -0.39 -0.69 -4.48
N -0.63 -0.67 -3.34
*
```

# C19H24Cl2F6N5PPt

A molecular structure, C19H24Cl2F6N5PPt at a distorted geometry (the ωB97M-V functional and the def2-TZVPD basis, OMol25).

Output
- ⟨S²⟩: 0.79
- HOMO-LUMO gap (spin up / spin down): 0.25896 / 0.23476 hartree

Structure (ORCA input):
```
! RIJCOSX wB97M-V def2-TZVPD def2/J DEFGRID3
* xyz 1 2
Pt -0.53 -0.77 0.51
Cl -1.64 -2.41 5.35
C -0.84 -0.99 4.71
Cl -0.03 -1.34 3.15
H -0.07 -0.67 5.40
H -1.58 -0.21 4.54
F -0.32 -2.96 0.48
P -1.83 -3.35 -0.28
F -1.44 -2.24 -1.42
F -2.12 -4.31 0.93
F -2.40 -2.03 0.62
F -3.24 -3.57 -0.93
F -1.09 -4.45 -1.12
C 0.38 3.25 -2.93
C 0.13 1.91 -3.17
C -0.48 1.13 -2.20
C -0.85 1.71 -0.99
C -0.64 3.06 -0.76
C -0.02 3.83 -1.73
N -1.43 0.90 0.02
C -2.66 1.15 0.53
C -3.59 1.95 -0.19
C -4.83 2.19 0.34
C -5.18 1.65 1.59
C -4.28 0.84 2.29
C -3.04 0.58 1.77
H 0.86 3.86 -3.69
H 0.40 1.47 -4.12
H -0.75 0.10 -2.39
H -0.93 3.50 0.19
H 0.15 4.89 -1.55
H -3.32 2.34 -1.16
H -5.54 2.78 -0.21
H -6.16 1.85 2.00
H -4.57 0.41 3.24
H -2.34 -0.06 2.29
C 2.40 -1.62 0.83
N 1.56 -0.74 -0.07
C 2.13 0.65 -0.01
N 3.51 0.67 -0.44
C 4.29 -0.21 0.44
N 3.78 -1.59 0.39
C 3.87 -2.08 -0.99
N 3.08 -1.23 -1.89
C 1.70 -1.26 -1.48
C 3.58 0.15 -1.81
H 2.02 -2.64 0.77
H 2.33 -1.25 1.85
H 2.05 1.02 1.01
H 1.54 1.29 -0.67
H 4.23 0.16 1.47
H 5.33 -0.21 0.12
H 3.50 -3.10 -1.04
H 4.91 -2.06 -1.30
H 1.31 -2.27 -1.51
H 1.11 -0.63 -2.14
H 2.99 0.79 -2.47
H 4.62 0.17 -2.15
*
```

# C19H24ClNO4

A single C19H24ClNO4 molecule (the ωB97M-V functional and the def2-TZVPD basis, OMol25).

Output
- HOMO-LUMO gap: 0.31582 hartree
- SMILES: CCCCc1cc(=O)oc2cc(OCC(=O)N(CC)CC)c(Cl)cc12

Structure (ORCA input):
```
! RIJCOSX wB97M-V def2-TZVPD def2/J DEFGRID3
* xyz 0 1
C 3.08 2.35 3.02
C 3.31 2.05 1.55
C 4.39 0.99 1.32
C 3.93 -0.45 1.59
C 3.01 -0.93 0.51
C 3.54 -1.40 -0.65
C 2.73 -1.84 -1.77
O 3.16 -2.25 -2.82
O 1.37 -1.77 -1.62
C 0.81 -1.31 -0.48
C -0.58 -1.26 -0.45
C -1.25 -0.79 0.67
O -2.62 -0.75 0.64
C -3.17 0.56 0.60
C -2.58 1.36 -0.57
O -1.85 2.31 -0.35
N -2.86 0.93 -1.82
C -3.77 -0.16 -2.14
C -5.19 0.34 -2.37
C -2.26 1.63 -2.94
C -0.95 0.97 -3.37
C -0.50 -0.40 1.79
Cl -1.28 0.11 3.24
C 0.88 -0.44 1.76
C 1.57 -0.88 0.63
H 2.27 3.07 3.13
H 2.80 1.46 3.58
H 3.97 2.76 3.47
H 2.38 1.73 1.08
H 3.63 2.97 1.05
H 4.75 1.05 0.29
H 5.24 1.21 1.98
H 4.81 -1.09 1.60
H 3.46 -0.52 2.57
H 4.60 -1.47 -0.80
H -1.13 -1.58 -1.31
H -4.25 0.43 0.52
H -2.94 1.12 1.51
H -3.40 -0.64 -3.05
H -3.75 -0.90 -1.34
H -5.23 1.05 -3.19
H -5.58 0.83 -1.48
H -5.84 -0.50 -2.61
H -2.05 2.66 -2.61
H -2.97 1.66 -3.76
H -1.12 -0.06 -3.68
H -0.24 0.98 -2.55
H -0.52 1.52 -4.21
H 1.42 -0.13 2.64
*
```

# C19H24F6NNiO4PSb2

A molecular structure, C19H24F6NNiO4PSb2 at a distorted geometry (the ωB97M-V functional and the def2-TZVPD basis, OMol25).

Output
- ⟨S²⟩: 3.78
- HOMO-LUMO gap (spin up / spin down): 0.30028 / 0.21113 hartree

Structure (ORCA input):
```
! RIJCOSX wB97M-V def2-TZVPD def2/J DEFGRID3
* xyz 1 4
Ni 0.73 -0.86 -0.36
O 3.10 -1.93 2.92
C 2.52 -1.49 1.83
O 1.35 -1.14 1.76
C 3.40 -1.44 0.63
C 4.69 -1.91 0.51
C 5.28 -1.85 -0.76
C 4.56 -1.37 -1.84
C 3.26 -0.93 -1.63
N 2.74 -0.95 -0.42
C 2.29 -0.46 -2.71
O 2.73 -0.21 -3.81
O 1.06 -0.36 -2.28
H 2.43 -2.00 3.63
H 5.21 -2.32 1.37
H 6.29 -2.22 -0.89
H 4.97 -1.34 -2.84
C -3.52 -2.33 -0.59
Sb -1.85 -1.08 -0.30
C -2.23 -0.50 1.71
C -2.77 0.74 -1.49
C -3.02 1.72 -0.50
C -4.25 1.65 0.25
C -4.52 2.53 1.24
C -3.58 3.54 1.55
C -2.40 3.67 0.83
C -2.09 2.79 -0.21
C -0.84 2.98 -0.98
Sb 0.80 1.78 -0.19
C 1.15 2.89 1.60
C 2.30 2.65 -1.39
H -4.42 -1.80 -0.27
H -3.34 -3.21 0.02
H -3.58 -2.62 -1.64
H -3.29 -0.33 1.89
H -1.66 0.39 1.97
H -1.89 -1.34 2.32
H -3.65 0.20 -1.85
H -2.01 0.91 -2.24
H -4.96 0.86 0.01
H -5.45 2.46 1.80
H -3.79 4.25 2.34
H -1.72 4.48 1.05
H -0.47 4.01 -0.90
H -0.91 2.70 -2.03
H 1.22 3.95 1.36
H 2.09 2.55 2.02
H 0.35 2.72 2.32
H 2.20 3.73 -1.35
H 2.21 2.29 -2.42
H 3.28 2.36 -1.00
F 1.00 -2.92 -0.52
P 0.00 -4.19 -0.01
F -1.04 -3.73 -1.16
F -0.75 -3.05 0.97
F 1.04 -4.45 1.16
F 0.75 -5.15 -1.01
F -0.99 -5.30 0.52
*
```

# C19H24FIrN7O4P2

A molecular structure, C19H24FIrN7O4P2 at a distorted geometry (the ωB97M-V functional and the def2-TZVPD basis, OMol25).

Output
- HOMO-LUMO gap: 0.25067 hartree

Structure (ORCA input):
```
! RIJCOSX wB97M-V def2-TZVPD def2/J DEFGRID3
* xyz 1 1
Ir 0.18 -0.94 -0.29
C -1.42 1.00 2.56
P -0.83 1.02 0.84
C 0.17 2.54 0.75
C -2.29 1.48 -0.15
C -3.06 2.58 0.22
C -4.11 3.01 -0.58
C -4.39 2.35 -1.76
C -3.65 1.24 -2.12
C -2.61 0.79 -1.31
P -1.73 -0.74 -1.74
C -1.52 -0.73 -3.54
C -2.99 -2.02 -1.44
H -1.70 2.00 2.88
H -0.62 0.63 3.20
H -2.27 0.32 2.65
H -0.36 3.39 1.17
H 0.41 2.75 -0.30
H 1.10 2.39 1.29
H -2.84 3.12 1.14
H -4.70 3.87 -0.28
H -5.19 2.70 -2.41
H -3.88 0.71 -3.04
H -2.48 -0.86 -4.05
H -0.86 -1.55 -3.81
H -1.04 0.20 -3.84
H -3.92 -1.78 -1.97
H -3.18 -2.08 -0.37
H -2.61 -2.98 -1.78
N -0.38 -5.82 2.39
C -0.82 -4.98 3.31
N -1.14 -5.44 4.52
N -1.00 -3.67 3.13
C -0.86 -2.84 2.19
N -0.90 -1.86 1.53
H -0.24 -6.79 2.63
H 0.00 -5.49 1.49
H -1.06 -6.42 4.75
H -1.50 -4.81 5.22
F 4.12 4.40 1.26
C 4.47 3.33 0.53
C 3.75 3.00 -0.55
N 4.06 1.91 -1.33
C 3.10 1.42 -2.28
C 1.98 0.66 -1.57
O 0.95 0.32 -2.21
O 2.11 0.41 -0.35
C 5.13 1.07 -1.01
O 5.40 0.09 -1.66
N 5.86 1.48 0.09
C 5.61 2.53 0.97
O 6.28 2.71 1.96
H 2.90 3.59 -0.85
H 3.60 0.72 -2.95
H 2.67 2.24 -2.86
H 6.62 0.87 0.34
N 0.88 -4.07 -0.29
C 0.80 -2.92 -0.29
*
```

# C19H24GeMoN3O5

A molecular structure, C19H24GeMoN3O5 (the ωB97M-V functional and the def2-TZVPD basis, OMol25).

Output
- HOMO-LUMO gap (spin up / spin down): 0.26231 / 0.26243 hartree

Structure (ORCA input):
```
! RIJCOSX wB97M-V def2-TZVPD def2/J DEFGRID3
* xyz 1 1
Mo -0.28 0.05 0.55
C -2.78 -1.91 1.95
C -1.62 -1.08 2.43
O -1.59 0.16 2.14
N -0.76 -1.66 3.29
C 0.66 -1.33 3.31
C 1.33 -2.07 2.17
C 2.26 -3.06 2.41
C 2.78 -3.77 1.34
C 2.35 -3.49 0.06
C 1.42 -2.47 -0.11
N 0.93 -1.78 0.92
H -3.64 -1.28 1.77
H -3.03 -2.69 2.67
H -2.50 -2.40 1.01
H -0.95 -2.65 3.43
H 1.08 -1.64 4.26
H 0.78 -0.25 3.23
H 2.58 -3.27 3.42
H 3.52 -4.55 1.51
H 2.71 -4.03 -0.80
H 1.04 -2.20 -1.08
C 3.42 3.01 -0.38
Ge 2.78 1.17 -0.43
C 2.36 0.58 -2.25
C 4.05 -0.05 0.44
C 1.15 1.14 0.71
H 4.35 3.10 -0.95
H 3.62 3.32 0.64
H 2.69 3.69 -0.82
H 2.87 -0.35 -2.49
H 2.69 1.34 -2.96
H 1.29 0.43 -2.41
H 4.54 -0.68 -0.30
H 3.56 -0.71 1.17
H 4.81 0.52 0.97
H 1.09 1.86 1.53
O -1.77 -0.94 -3.12
C -1.57 -0.31 -2.11
O -0.66 -0.70 -1.22
C -2.34 0.96 -1.83
C -2.13 1.85 -0.78
C -2.91 2.98 -0.60
C -3.94 3.25 -1.49
C -4.15 2.37 -2.53
C -3.38 1.24 -2.72
N -5.25 2.64 -3.49
O -5.89 3.65 -3.30
O -5.41 1.85 -4.39
H -1.29 1.81 -0.06
H -2.72 3.64 0.23
H -4.57 4.12 -1.39
H -3.57 0.58 -3.55
*
```

# C19H24N2O3

A single C19H24N2O3 molecule at a distorted geometry (the ωB97M-V functional and the def2-TZVPD basis, OMol25).

Output
- HOMO-LUMO gap: 0.37251 hartree
- SMILES: CC(C)[C@H]1C(=O)N(c2ccccc2)C(=O)N(C2CCCCC2)C1=O

Structure (ORCA input):
```
! RIJCOSX wB97M-V def2-TZVPD def2/J DEFGRID3
* xyz 0 1
C 1.52 -3.31 -3.00
C 0.47 -2.22 -2.86
C 1.08 -0.81 -2.95
C -0.42 -2.51 -1.59
C 0.33 -2.30 -0.30
O 1.06 -3.19 0.05
N 0.34 -1.10 0.37
C 1.06 -0.94 1.53
C 0.45 -1.07 2.78
C 1.16 -0.84 3.98
C 2.51 -0.42 3.88
C 3.14 -0.24 2.62
C 2.40 -0.51 1.44
C -0.67 -0.17 0.09
O -0.57 0.93 0.61
N -1.69 -0.47 -0.78
C -2.81 0.47 -1.00
C -2.41 1.82 -1.65
C -3.65 2.68 -1.88
C -4.50 2.85 -0.58
C -4.84 1.53 0.11
C -3.59 0.64 0.33
C -1.65 -1.67 -1.50
O -2.54 -2.03 -2.25
H 1.95 -3.30 -4.02
H 2.34 -3.15 -2.30
H 1.07 -4.29 -2.83
H -0.18 -2.33 -3.70
H 1.87 -0.67 -2.22
H 1.49 -0.61 -3.95
H 0.35 0.02 -2.73
H -0.76 -3.56 -1.59
H -0.60 -1.42 2.88
H 0.71 -0.90 4.96
H 3.07 -0.19 4.81
H 4.16 0.09 2.52
H 2.90 -0.38 0.47
H -3.57 0.03 -1.69
H -1.71 2.41 -1.01
H -1.92 1.64 -2.61
H -4.24 2.23 -2.68
H -3.34 3.66 -2.23
H -5.46 3.36 -0.79
H -3.98 3.48 0.16
H -5.59 1.02 -0.50
H -5.25 1.65 1.12
H -3.03 1.06 1.16
H -3.93 -0.35 0.65
*
```

# C19H24N2O3S2

A single C19H24N2O3S2 molecule at a distorted geometry (the ωB97M-V functional and the def2-TZVPD basis, OMol25).

Output
- HOMO-LUMO gap: 0.31729 hartree
- SMILES: Cc1ccc(C)c(NC(=O)Cc2ccc(S(=O)(=O)N3CCCCC3)s2)c1

Structure (ORCA input):
```
! RIJCOSX wB97M-V def2-TZVPD def2/J DEFGRID3
* xyz 0 1
C -4.97 4.60 -3.14
C -4.26 3.44 -2.93
C -4.14 2.26 -3.62
C -3.41 1.15 -3.46
C -2.69 1.14 -2.30
C -2.08 -0.30 -2.10
C -2.87 2.01 -1.40
N -2.25 1.66 -0.23
C -1.90 2.65 0.82
O -2.40 3.63 1.04
C -1.23 2.00 2.14
C 0.08 1.34 1.57
C 1.22 2.10 1.07
C 2.20 1.15 0.66
C 1.95 0.00 0.42
S 2.66 -1.48 -0.38
O 3.91 -1.08 -0.69
O 1.98 -1.94 -1.51
N 2.77 -2.37 0.94
C 2.88 -3.71 0.82
C 2.63 -4.68 1.79
C 3.68 -4.35 3.10
C 3.60 -2.76 3.30
C 3.88 -2.04 1.81
S 0.22 -0.50 1.02
C -3.63 3.19 -1.80
H -6.03 4.56 -3.33
H -4.37 5.16 -4.12
H -4.80 5.13 -2.27
H -4.48 2.53 -4.85
H -3.28 0.40 -4.38
H -2.45 -1.05 -1.39
H -0.85 -0.25 -2.03
H -2.08 -0.82 -2.90
H -1.90 0.94 -0.09
H -0.97 2.72 2.89
H -1.66 1.06 2.39
H 1.44 3.06 1.53
H 3.17 1.35 0.45
H 2.10 -4.20 -0.08
H 3.68 -4.09 0.34
H 2.50 -5.86 1.82
H 1.65 -4.44 2.32
H 3.45 -4.92 3.76
H 4.78 -4.44 2.53
H 2.74 -2.41 3.78
H 4.48 -2.46 4.01
H 3.88 -0.86 2.05
H 4.82 -2.23 1.48
H -3.64 3.98 -0.82
*
```

We obtain calculated total energy values of -134653.190 -81425.589 -42295.644 -109484.542 -62843.734 -93162.548 -29216.477 -50869.669 eV for the records listed above, in that order.